Record 1
This record from the Open Molecules 2025 dataset describes a cluster of 10 separate species, C35H91BrN3O9P in total. The level of theory is ωB97M-V/def2-TZVPD.

Each line ends with the Löwdin charge.
Atoms and positions in Å:
1 C -1.51 -4.91 -0.14  -0.173
2 C -0.89 -5.89 -1.13  -0.780
3 Br 0.69 -6.72 -0.24  0.616
4 C -0.45 -5.30 -2.46  -0.484
5 P -1.78 -4.49 -3.48  0.914
6 C -1.78 -2.73 -2.91  -0.447
7 C -3.04 -2.05 -3.45  -0.265
8 C -3.48 -0.75 -2.74  -0.194
9 C -2.40 0.03 -2.01  -0.215
10 N -1.55 0.78 -2.96  0.044
11 C -0.25 1.07 -2.52  -0.539
12 N 0.55 0.12 -2.24  0.132
13 N 0.03 2.48 -2.42  0.100
14 H -0.72 -4.34 0.36  0.066
15 H -2.04 -5.45 0.64  0.074
16 H -2.20 -4.24 -0.64  0.042
17 H -1.55 -6.74 -1.27  0.074
18 H -0.03 -6.10 -3.07  0.053
19 H 0.31 -4.54 -2.27  0.054
20 H -2.94 -4.97 -2.81  -0.052
21 H -0.86 -2.29 -3.29  0.069
22 H -1.76 -2.69 -1.82  0.051
23 H -2.92 -1.88 -4.52  0.101
24 H -3.86 -2.76 -3.34  0.084
25 H -4.31 -0.95 -2.06  0.080
26 H -3.87 -0.07 -3.50  0.107
27 H -2.89 0.74 -1.34  0.118
28 H -1.76 -0.61 -1.39  0.090
29 H -1.99 1.68 -3.14  0.112
30 H 1.43 0.52 -1.92  0.041
31 H 0.14 2.67 -1.43  0.045
32 H 0.91 2.66 -2.89  0.080
33 C 5.34 -4.02 -1.82  -0.050
34 C 4.41 -3.15 -0.98  -0.496
35 C 2.98 -3.18 -1.50  -0.065
36 O 4.89 -1.81 -0.92  -0.068
37 H 5.37 -3.65 -2.85  0.084
38 H 6.36 -3.98 -1.42  0.062
39 H 5.01 -5.05 -1.83  0.083
40 H 4.43 -3.50 0.05  0.138
41 H 2.94 -2.78 -2.51  0.085
42 H 2.34 -2.56 -0.88  0.072
43 H 2.58 -4.19 -1.51  0.053
44 H 4.89 -1.46 -1.82  0.085
45 C -5.93 -0.76 2.02  -0.048
46 C -5.42 -1.95 1.22  -0.486
47 C -4.70 -2.96 2.10  -0.054
48 O -4.58 -1.51 0.15  -0.070
49 H -5.09 -0.23 2.48  0.084
50 H -6.45 -0.05 1.37  0.065
51 H -6.61 -1.08 2.80  0.077
52 H -6.27 -2.44 0.72  0.137
53 H -3.83 -2.49 2.56  0.085
54 H -4.35 -3.80 1.51  0.072
55 H -5.36 -3.32 2.89  0.055
56 H -3.82 -1.07 0.54  0.085
57 C -7.65 -2.53 6.84  -0.062
58 C -7.13 -3.71 6.05  -0.497
59 C -6.44 -4.73 6.95  -0.062
60 O -6.24 -3.28 5.02  -0.072
61 H -6.83 -2.01 7.34  0.081
62 H -8.15 -1.81 6.17  0.078
63 H -8.37 -2.84 7.60  0.080
64 H -7.95 -4.19 5.52  0.138
65 H -5.59 -4.28 7.45  0.081
66 H -6.08 -5.58 6.36  0.079
67 H -7.13 -5.11 7.71  0.080
68 H -5.49 -2.84 5.44  0.092
69 C 2.75 0.89 1.61  -0.052
70 C 1.51 1.76 1.68  -0.486
71 C 0.53 1.28 2.74  -0.054
72 O 0.87 1.82 0.40  -0.087
73 H 2.48 -0.14 1.35  0.082
74 H 3.44 1.25 0.85  0.081
75 H 3.27 0.87 2.57  0.082
76 H 1.80 2.79 1.90  0.137
77 H 0.20 0.26 2.51  0.083
78 H -0.35 1.92 2.77  0.077
79 H 0.99 1.27 3.73  0.081
80 H 0.60 0.92 0.17  0.072
81 C -9.13 2.49 -2.03  -0.065
82 C -8.26 1.56 -1.20  -0.504
83 C -8.60 0.10 -1.44  -0.057
84 O -8.35 1.88 0.19  -0.057
85 H -10.18 2.37 -1.76  0.080
86 H -8.86 3.53 -1.85  0.078
87 H -9.02 2.29 -3.10  0.079
88 H -7.21 1.73 -1.45  0.137
89 H -9.64 -0.10 -1.15  0.082
90 H -7.96 -0.55 -0.84  0.067
91 H -8.48 -0.17 -2.49  0.081
92 H -9.27 1.75 0.46  0.086
93 C 8.07 -1.80 0.49  -0.057
94 C 9.14 -2.86 0.67  -0.494
95 C 10.54 -2.27 0.59  -0.064
96 O 8.99 -3.89 -0.31  -0.062
97 H 8.16 -1.32 -0.49  0.086
98 H 7.07 -2.24 0.54  0.063
99 H 8.14 -1.02 1.25  0.081
100 H 9.00 -3.36 1.63  0.136
101 H 10.70 -1.82 -0.39  0.063
102 H 11.29 -3.05 0.72  0.080
103 H 10.69 -1.51 1.36  0.079
104 H 9.11 -3.48 -1.18  0.062
105 C 12.15 -3.08 -4.94  -0.062
106 C 11.77 -2.39 -3.64  -0.496
107 C 12.97 -2.17 -2.75  -0.058
108 O 10.76 -3.14 -2.96  -0.064
109 H 12.58 -4.06 -4.74  0.082
110 H 11.27 -3.22 -5.57  0.079
111 H 12.89 -2.49 -5.50  0.080
112 H 11.30 -1.43 -3.87  0.138
113 H 13.43 -3.13 -2.48  0.084
114 H 12.68 -1.67 -1.82  0.067
115 H 13.73 -1.56 -3.24  0.081
116 H 11.13 -4.00 -2.74  0.094
117 C -0.72 6.04 -0.83  -0.061
118 C -1.75 5.50 0.15  -0.495
119 C -1.66 6.19 1.50  -0.055
120 O -1.61 4.09 0.28  -0.066
121 H 0.29 5.87 -0.45  0.080
122 H -0.81 5.54 -1.80  0.072
123 H -0.85 7.12 -0.98  0.073
124 H -2.75 5.64 -0.26  0.138
125 H -0.67 6.01 1.94  0.082
126 H -2.40 5.79 2.18  0.081
127 H -1.80 7.27 1.41  0.054
128 H -0.73 3.91 0.64  0.060
129 C -0.13 11.11 2.21  -0.062
130 C -1.14 10.49 1.25  -0.501
131 C -1.99 11.54 0.56  -0.062
132 O -1.96 9.55 1.94  -0.066
133 H -0.65 11.67 2.99  0.081
134 H 0.47 10.34 2.69  0.079
135 H 0.54 11.80 1.69  0.080
136 H -0.60 9.90 0.50  0.134
137 H -2.56 12.11 1.29  0.081
138 H -2.69 11.07 -0.13  0.079
139 H -1.37 12.24 -0.01  0.080
140 H -2.45 10.02 2.61  0.091

Results
Relative energy (zero: lowest compared OMol25 entry of this formula, charge and spin)   0.00 kJ/mol
E_HOMO   -0.3080 Eh
Gap between HOMO and LUMO   8.933 eV
Lowest unoccupied orbital energy   0.55 eV

Record 2
This record from the Open Molecules 2025 dataset describes a cluster of 10 separate species, C24H71ClN5O13 in total in a non-equilibrium geometry. The level of theory is ωB97M-V/def2-TZVPD.

Each line ends with the Löwdin charge.
Atoms and positions in Å:
1 Cl -0.63 -0.05 -0.44  0.603
2 O 0.61 0.36 -0.99  -0.347
3 O -0.51 -0.59 0.89  -0.356
4 O -1.61 1.00 -0.49  -0.345
5 O -1.12 -1.14 -1.22  -0.374
6 O -2.48 -4.13 -2.51  -0.050
7 H -2.14 -5.00 -2.29  0.031
8 H -1.82 -3.52 -2.18  0.016
9 O -4.76 1.47 0.20  -0.058
10 H -5.18 0.61 0.15  0.017
11 H -3.91 1.35 -0.22  -0.009
12 C -3.93 0.56 -3.11  -0.056
13 C -3.95 -0.94 -3.59  -0.364
14 C -2.77 -1.37 -4.48  -0.205
15 O -2.88 -2.75 -4.84  -0.219
16 C -1.75 -3.28 -5.57  -0.085
17 N -4.03 -1.80 -2.37  0.049
18 H -3.02 0.73 -2.55  0.050
19 H -4.79 0.86 -2.52  0.063
20 H -3.86 1.21 -3.98  0.058
21 H -4.87 -1.08 -4.17  0.125
22 H -1.85 -1.26 -3.91  0.104
23 H -2.64 -0.70 -5.33  0.112
24 H -0.80 -2.82 -5.30  0.075
25 H -2.00 -2.89 -6.56  0.080
26 H -1.70 -4.36 -5.40  0.082
27 H -4.76 -1.41 -1.79  0.049
28 H -3.23 -1.56 -1.81  0.012
29 C 0.40 -5.14 4.02  -0.062
30 C 1.39 -5.15 2.82  -0.430
31 C 1.41 -3.86 1.98  -0.195
32 O 2.53 -3.86 1.09  -0.196
33 C 2.43 -2.86 0.01  -0.066
34 N 2.71 -5.41 3.36  0.027
35 H 0.61 -5.95 4.71  0.064
36 H -0.65 -5.30 3.81  0.053
37 H 0.56 -4.20 4.56  0.079
38 H 1.20 -5.99 2.15  0.133
39 H 1.57 -3.04 2.67  0.125
40 H 0.50 -3.75 1.38  0.113
41 H 3.39 -2.73 -0.50  0.076
42 H 2.15 -1.87 0.38  0.061
43 H 1.63 -3.07 -0.69  0.083
44 H 2.64 -6.21 3.98  0.060
45 H 2.76 -4.67 4.05  0.065
46 C -2.32 -3.14 2.69  -0.058
47 C -3.73 -2.68 2.18  -0.354
48 C -4.03 -1.24 2.77  -0.219
49 O -4.30 -1.44 4.13  -0.189
50 C -4.24 -0.17 4.83  -0.090
51 N -3.57 -2.60 0.73  0.043
52 H -2.05 -2.85 3.70  0.078
53 H -1.57 -3.03 1.90  0.051
54 H -2.29 -4.23 2.69  0.053
55 H -4.59 -3.26 2.50  0.131
56 H -4.89 -0.78 2.29  0.112
57 H -3.17 -0.58 2.63  0.113
58 H -5.06 0.44 4.47  0.080
59 H -3.37 0.47 4.68  0.074
60 H -4.43 -0.32 5.89  0.081
61 H -3.16 -3.48 0.44  0.066
62 H -2.85 -1.94 0.48  0.038
63 C 3.02 1.09 2.52  -0.029
64 C 2.01 2.07 3.19  -0.436
65 C 0.54 1.94 2.79  -0.182
66 O -0.30 2.87 3.48  -0.189
67 C -1.57 2.91 2.94  -0.127
68 N 2.12 1.86 4.60  0.023
69 H 2.76 1.13 1.46  0.054
70 H 2.95 0.11 2.97  0.077
71 H 4.07 1.37 2.63  0.064
72 H 2.25 3.11 2.97  0.114
73 H 0.15 0.95 3.04  0.127
74 H 0.52 2.16 1.72  0.112
75 H -2.22 3.63 3.44  0.086
76 H -2.05 1.93 2.93  0.081
77 H -1.48 3.37 1.96  0.087
78 H 3.03 2.12 4.95  0.069
79 H 1.46 2.40 5.14  0.067
80 C 5.22 4.42 1.43  -0.069
81 C 4.44 4.72 0.16  -0.440
82 C 3.07 3.96 0.04  -0.164
83 O 2.44 4.39 -1.17  -0.215
84 C 1.12 4.10 -1.21  -0.140
85 N 4.37 6.14 -0.10  0.052
86 H 4.71 4.79 2.32  0.070
87 H 6.10 5.06 1.54  0.073
88 H 5.51 3.39 1.58  0.074
89 H 5.05 4.25 -0.61  0.123
90 H 2.41 4.24 0.86  0.113
91 H 3.12 2.87 0.01  0.106
92 H 1.00 3.04 -0.97  0.079
93 H 0.72 4.40 -2.18  0.088
94 H 0.53 4.70 -0.51  0.089
95 H 3.91 6.47 0.74  0.069
96 H 3.68 6.30 -0.82  0.066
97 C 0.41 1.05 -4.66  -0.075
98 C -0.61 2.14 -4.89  -0.350
99 O -0.19 2.77 -6.04  -0.073
100 H 0.15 0.38 -5.48  0.071
101 H 0.27 0.45 -3.77  0.059
102 H 1.44 1.38 -4.81  0.071
103 H -0.79 2.83 -4.07  0.114
104 H -1.52 1.66 -5.24  0.097
105 H 0.13 3.63 -5.76  0.085
106 C 4.28 1.72 -2.50  -0.067
107 C 3.74 0.29 -2.73  -0.278
108 O 3.62 -0.31 -1.45  -0.108
109 H 4.79 2.09 -3.38  0.065
110 H 4.98 1.82 -1.66  0.072
111 H 3.42 2.39 -2.39  0.055
112 H 4.45 -0.34 -3.26  0.106
113 H 2.75 0.19 -3.16  0.092
114 H 2.80 -0.05 -1.04  0.034

Results
Relative energy (zero: lowest compared OMol25 entry of this formula, charge and spin)   0.00 kJ/mol
Charge   -1
E_HOMO   -0.2260 Eh
Gap between HOMO and LUMO   8.572 eV
Lowest unoccupied orbital energy   2.42 eV

Record 3
This record from the Open Molecules 2025 dataset describes a structure of composition C13H16Cl2N2Yb in a non-equilibrium geometry. The level of theory is ωB97M-V/def2-TZVPD.

Each line ends with the Löwdin spin population.
Atoms and positions in Å:
1 Yb -0.25 2.58 1.41  0.005
2 Cl -0.73 4.49 -0.05  0.000
3 Cl 1.95 2.48 2.50  0.001
4 C 2.93 -0.66 -0.92  0.000
5 H 3.85 -0.50 -0.33  0.000
6 H 2.04 -0.68 -0.28  0.000
7 C -1.72 0.86 -0.81  0.018
8 C 2.80 -0.77 -2.19  0.000
9 H -2.59 0.52 -0.24  0.006
10 C 1.53 -0.34 -3.00  0.000
11 H 3.51 -1.34 -2.82  0.000
12 C 0.69 0.84 -2.50  0.000
13 H 1.76 -0.15 -4.06  0.000
14 H 0.85 -1.22 -2.99  0.000
15 C -0.70 0.88 -3.17  0.002
16 H 0.54 0.79 -1.41  0.000
17 H 1.26 1.76 -2.69  0.000
18 C -1.83 1.14 -2.18  0.003
19 H -0.68 1.60 -4.01  0.000
20 H -0.86 -0.05 -3.74  0.000
21 H -1.64 2.11 -1.55  0.000
22 H -2.83 1.12 -2.63  0.000
23 N 2.12 -3.02 4.13  0.086
24 C 1.17 -2.40 3.81  0.040
25 C 0.00 -1.65 3.41  0.139
26 C -1.29 -2.20 3.51  0.229
27 C -2.37 -1.46 3.05  0.043
28 C -2.13 -0.21 2.47  0.242
29 N -0.90 0.33 2.45  0.145
30 C 0.15 -0.36 2.91  0.007
31 H -1.41 -3.20 3.93  0.017
32 H -3.40 -1.82 3.13  -0.005
33 H -2.93 0.37 1.99  0.022
34 H 1.11 0.16 2.86  -0.002

Results
Charge   -1
2S+1   2
E_HOMO (spin up / spin down)   -0.0540 / -0.1594 Eh
Gap between HOMO and LUMO (spin up / spin down)   3.872 / 6.754 eV
Expectation value of S²   0.767
Lowest unoccupied orbital energy (spin up / spin down)   2.40 / 2.42 eV

Record 4
This record from the Open Molecules 2025 dataset describes a structure of composition C12H22As2CuOS. The level of theory is ωB97M-V/def2-TZVPD.

Each line ends with the Löwdin charge.
Atoms and positions in Å:
1 Cu 0.75 0.70 -1.24  0.104
2 C 0.15 -2.81 -2.41  -0.263
3 As 0.78 -1.59 -1.05  1.105
4 C 2.56 -2.26 -0.69  -0.270
5 C -0.20 -2.14 0.53  -0.406
6 C -0.11 -3.47 0.92  -0.107
7 C -0.75 -3.92 2.07  -0.064
8 C -1.48 -3.03 2.83  -0.061
9 C -1.59 -1.70 2.44  -0.099
10 C -0.96 -1.24 1.28  -0.417
11 As -1.13 0.63 0.73  1.119
12 C -2.27 1.37 2.11  -0.315
13 C -2.53 0.37 -0.62  -0.294
14 H 0.32 -3.83 -2.09  0.035
15 H 0.69 -2.62 -3.34  0.036
16 H -0.92 -2.65 -2.58  0.034
17 H 2.52 -3.32 -0.42  0.032
18 H 3.00 -1.69 0.13  0.036
19 H 3.17 -2.14 -1.58  0.036
20 H 0.46 -4.18 0.33  0.097
21 H -0.66 -4.96 2.36  0.113
22 H -1.97 -3.36 3.74  0.113
23 H -2.17 -1.03 3.05  0.088
24 H -3.18 0.77 2.24  0.032
25 H -2.55 2.37 1.80  0.028
26 H -1.74 1.44 3.06  0.031
27 H -3.38 -0.15 -0.18  0.038
28 H -2.14 -0.22 -1.46  0.006
29 H -2.85 1.34 -1.01  0.031
30 C 2.19 4.84 -2.31  -0.237
31 S 2.28 3.45 -1.20  0.895
32 C 1.60 4.20 0.26  -0.246
33 O 1.19 2.52 -1.71  -0.630
34 H 1.19 5.27 -2.27  0.071
35 H 2.40 4.45 -3.30  0.066
36 H 2.95 5.56 -2.02  0.070
37 H 2.24 5.04 0.55  0.069
38 H 1.58 3.45 1.04  0.054
39 H 0.58 4.55 0.04  0.071

Results
Charge   +1
E_HOMO   -0.4093 Eh
Gap between HOMO and LUMO   8.884 eV
Lowest unoccupied orbital energy   -2.25 eV

no.,E_tot (Eh)
1,-5144.90354
2,-2668.73246
3,-2693.49622
4,-7055.66995